[1]
This record from the OMol25 dataset describes C48H51N7O5PtS as an isolated structure in a non-equilibrium geometry. The level of theory is ωB97M-V/def2-TZVPD.

Structure (XYZ):
```
113
Properties=species:S:1:pos:R:3:forces:R:3
Pt -20.96561 -2.92831 3.52430 -1.7144 -0.7102 0.8604
C -21.57618 -7.38692 1.99885 -1.4163 0.2031 0.1288
C -20.70182 -6.45523 1.21002 0.7825 0.4139 0.1382
C -19.40906 -6.05552 1.95273 0.4291 -0.6490 0.6419
C -21.48660 -5.29994 0.61483 0.8575 1.3316 -1.5460
C -21.10483 -4.97374 -0.70081 -0.4793 -0.1598 1.0187
C -21.85172 -4.10157 -1.48464 -0.7766 -0.6013 0.8831
C -23.06115 -3.69924 -0.95611 -1.0617 0.6064 0.9909
C -23.34588 -3.73754 0.45953 -0.3831 -0.0241 -3.4513
C -24.61064 -3.00500 0.86219 -0.6633 1.0449 -0.1385
C -25.94093 -3.74633 0.55945 -0.4833 -0.7876 0.6326
C -24.78354 -1.73300 0.00337 0.7021 0.5435 -0.5223
C -22.42707 -4.42114 1.19577 0.7064 -0.9397 3.2356
N -22.33861 -4.22913 2.64562 -0.0676 0.0971 -1.4264
C -23.19987 -4.85095 3.46923 0.6948 -0.3093 -1.3526
C -23.01370 -4.54422 4.85044 -0.3535 -0.3563 -0.2491
N -22.03409 -3.67675 5.13522 0.1979 0.0558 -1.1938
C -21.89967 -3.23923 6.43219 0.7469 -1.5900 0.8818
C -21.43338 -4.18865 7.38036 1.1764 0.3033 0.1806
C -21.41526 -3.78526 8.69987 -0.2350 -2.0553 1.0231
C -21.72625 -2.54450 9.09550 0.0684 3.1262 0.6831
C -22.07278 -1.59698 8.11087 0.2332 0.0414 1.1381
C -22.27367 -1.94100 6.79039 -0.7482 -0.5211 1.3541
C -23.08088 -1.06556 5.89211 0.2297 0.5738 -1.5428
C -23.09519 0.43117 6.26076 0.6157 -0.1526 0.2954
C -24.57575 -1.44462 5.69599 0.7206 -1.3898 -1.3812
C -20.85247 -5.62054 7.21854 0.0042 -0.2237 -1.5391
C -20.37961 -6.06861 5.80203 0.2544 0.6354 0.3250
C -19.65626 -5.99590 8.10400 0.7757 1.0521 0.6951
C -24.02755 -5.27627 5.55493 0.2899 0.8911 0.6197
C -24.57608 -5.17707 6.85312 0.2112 -0.5557 0.1902
C -25.75314 -5.91481 7.12277 0.6111 0.5469 0.4976
C -26.33699 -6.74939 6.15851 -0.2682 0.1708 -0.0313
C -25.86544 -6.73110 4.81054 -0.4044 -0.6884 0.5068
C -26.48476 -7.36083 3.68941 0.1756 0.6030 1.0304
C -25.97094 -7.17838 2.42403 0.1371 -0.7978 -1.0438
C -24.80060 -6.49720 2.14204 -0.0314 0.8366 -0.1112
C -24.24593 -5.85263 3.26322 2.4430 2.0365 -0.9589
C -24.70652 -5.99904 4.55019 -1.9309 -1.1205 1.1892
H -21.06331 -8.29081 2.26819 0.3659 -0.6245 -0.0840
H -22.51679 -7.62702 1.42340 0.9514 0.1091 0.7177
H -21.86620 -6.92207 2.94968 -0.1314 -0.0806 -0.2772
H -20.34602 -6.99045 0.32102 -0.1965 -0.1506 0.0692
H -19.47726 -5.16304 2.55434 -0.3552 0.3340 0.2876
H -18.59058 -5.85869 1.26648 0.0529 0.0789 -0.3542
H -19.02581 -6.85836 2.63877 -0.5458 0.4247 -0.5684
H -20.17631 -5.43070 -0.97484 0.3412 -0.1280 -0.7920
H -21.59664 -3.79417 -2.46605 0.3746 -0.0594 -0.8725
H -23.85647 -3.24296 -1.56792 0.8753 -0.0588 0.0702
H -24.53950 -2.71216 1.90738 -0.0752 -0.0879 0.1517
H -25.87609 -4.13157 -0.46465 0.0394 -0.2204 0.0817
H -26.88559 -3.11653 0.55348 1.3708 -0.2565 0.3585
H -26.10271 -4.58840 1.25729 -0.0258 0.3474 -0.4462
H -25.44577 -2.00077 -0.85303 0.9715 0.3815 0.0175
H -23.80347 -1.25724 -0.28619 -1.0428 -0.5483 -0.0063
H -25.34004 -0.96508 0.50539 -0.2862 0.2930 0.7185
H -21.26580 -4.54433 9.47850 0.2603 0.3638 -0.3258
H -21.60246 -2.21441 10.16403 -0.2991 -0.4331 -1.1656
H -22.19035 -0.56229 8.39308 -0.3591 0.1090 0.1720
H -22.58788 -1.26703 4.90808 -0.4861 0.8972 0.3491
H -23.72008 0.67418 7.14204 0.4328 -0.5035 0.0154
H -23.62768 0.92955 5.47738 0.0107 0.4782 -0.7863
H -22.08698 0.87564 6.38337 -0.5413 -0.2238 -0.1253
H -25.11992 -1.11971 6.55954 -0.6176 0.0581 0.4809
H -24.67117 -2.54748 5.55126 -0.0954 0.6866 0.3784
H -24.98071 -1.00815 4.73826 0.5229 -0.0709 1.1555
H -21.66805 -6.26575 7.52564 -0.3423 -0.3954 -0.0856
H -19.75494 -5.29856 5.28536 -0.4441 -0.5588 0.4475
H -21.20533 -6.33535 5.17168 -0.4240 0.0266 -0.4558
H -19.78184 -6.97395 5.96365 -0.0235 0.1545 -0.3455
H -18.76244 -5.37457 7.81048 -0.7857 -0.4050 0.4063
H -19.34279 -7.04236 7.93384 -0.4427 0.4065 0.1707
H -19.86990 -5.84189 9.18346 0.4161 -0.2028 -0.6170
H -23.96019 -4.62808 7.59348 -1.0662 -0.2360 -0.2323
H -26.24809 -5.78638 8.10693 0.4755 -0.3365 -0.5781
H -27.19995 -7.36649 6.43674 0.1790 0.3310 -0.2087
H -27.40907 -7.87393 3.85851 -0.4208 -0.3464 -0.1129
H -26.48254 -7.63760 1.59417 -0.2676 -0.1808 -0.2413
H -24.44297 -6.28425 1.10850 -0.3807 -0.4025 1.0130
O -25.38809 1.37453 2.43880 1.4104 -0.0355 -0.3106
N -24.20007 1.04014 2.52232 1.2255 -1.0697 1.4042
O -23.21831 1.89583 2.43606 -2.6051 -1.4933 -0.0857
O -23.92044 -0.22868 2.83088 -0.8837 3.0313 -0.9811
O -17.92980 -3.67710 4.18639 -0.0114 1.9109 1.0345
C -18.19023 -2.52777 4.60689 -1.0770 -2.7178 -1.3139
N -19.40439 -1.91200 4.48899 -0.3043 1.3066 -0.0404
C -19.27751 -0.51488 4.83698 -2.4529 -1.6918 -0.7302
O -20.17930 0.29980 4.68637 1.7305 -0.5338 0.7168
C -17.92200 -0.38016 5.40324 1.7394 1.4167 0.4577
C -17.24340 0.73131 5.94201 -0.3820 0.1708 0.1126
C -15.90211 0.54005 6.40335 -0.7122 1.4926 -0.4021
C -15.25393 -0.68174 6.29994 -0.7870 -0.8417 -0.6581
C -15.96137 -1.78412 5.74854 -0.7736 0.1418 -0.1081
C -17.27616 -1.60447 5.26299 2.2703 1.1055 1.5079
H -17.77799 1.74473 5.99434 0.9766 -1.6683 0.0053
H -15.35727 1.44137 6.77589 -0.4592 -0.9308 -0.2406
H -14.19858 -0.78378 6.56237 -0.4155 -0.0135 0.1619
H -15.56546 -2.80258 5.73378 0.1821 0.4284 -0.1998
C -16.22021 -1.14410 -0.09328 -0.2859 -0.0667 0.6753
C -17.50479 -2.00440 -0.38297 0.4900 1.6243 -1.6882
C -18.68317 -1.58199 0.42726 -0.8458 -3.1239 1.0108
N -19.34957 -2.50678 1.09401 1.3864 1.5988 -0.0452
N -20.32297 -1.97377 1.90577 0.9553 0.6612 -2.6489
C -20.53342 -0.67775 1.62337 -0.4587 -0.5034 1.8550
N -21.40500 0.02034 2.31676 2.3590 2.6936 -2.0230
S -19.39968 -0.00607 0.47649 -0.1125 -0.1901 0.3835
H -15.47690 -1.23246 -0.90047 -0.2766 -0.0248 0.2645
H -15.78738 -1.53950 0.84042 0.0778 0.1794 -0.3311
H -16.39561 -0.05225 0.11201 -0.1780 -1.0178 -0.4352
H -17.25526 -3.08312 -0.31812 -0.5631 0.7203 0.2785
H -17.82977 -1.77892 -1.43294 0.5493 -0.4435 0.4390
H -22.22969 -0.37341 2.69008 -1.5268 -0.7063 0.7942
H -21.43959 1.07007 2.24415 -0.2728 -1.8603 0.1074
```
Forces are in eV/Å.

ΔE to the lowest compared entry with this formula, charge and spin	9.05	kcal/mol
highest occupied orbital energy (spin up / spin down)	0.30 / -2.08	eV
frontier orbital gap (spin up / spin down)	3.41 / 5.79	eV
multiplicity	3
maximum force	4.11	eV Å⁻¹
LUMO level (spin up / spin down)	3.7 / 3.7	eV
net charge	-2

Atom charges from the Löwdin analysis, given in e for atoms 1 to 2:
1 Pt 1.1788
2 C -0.0630

***

[2]
This record from the OMol25 dataset describes C48H51N8O5ScSi as an isolated structure in a non-equilibrium geometry. The level of theory is ωB97M-V/def2-TZVPD.

Structure (XYZ):
```
114
Properties=species:S:1:pos:R:3:forces:R:3
Sc -2.13668 -0.85847 -0.04555 -0.7265 -0.8230 -0.7573
N -5.66138 -2.23337 -1.85317 -0.8906 1.3770 -2.0813
C -4.93616 -1.43368 -1.15282 -1.8866 -0.5595 -2.7985
O -4.48855 -1.61368 -0.01138 3.1123 0.1102 3.0154
C -4.52337 -0.33360 -1.98756 1.6080 5.0267 3.5281
C -2.89395 -0.33714 -2.11359 -3.1727 -1.4623 0.6259
H -5.54811 -3.12796 -1.55610 -0.3339 -3.4929 1.8538
H 0.92358 -11.83828 -8.71977 -0.0001 0.0001 0.0001
H -4.89359 0.74001 -1.58213 1.0308 -1.7941 0.1250
H -4.93861 -0.21647 -2.91294 -1.1422 -0.9358 -2.5156
H -3.09115 0.61632 -2.67316 2.3520 -1.0391 -0.7236
H -2.91826 -1.46588 -2.54813 0.9892 2.5615 -0.4310
C -3.20037 -2.16876 3.77979 -1.0806 -8.3539 5.5761
Si -2.00101 -3.90077 2.97332 -3.7548 0.0995 -0.4692
C -0.32185 -3.83116 3.64710 2.7360 -1.3541 -2.8125
C -2.57618 -5.57520 3.91438 2.4796 -1.0931 -5.7251
N -2.34739 -3.95225 1.10715 1.9915 0.0476 3.5191
C -2.74230 -5.13904 0.57670 1.0586 -2.5982 -3.3436
C -3.97698 -5.63714 0.78595 -3.0029 -1.5632 2.0846
C -4.54852 -6.77634 0.12905 1.8729 0.9060 -0.7311
C -3.79055 -7.50507 -0.74533 0.9236 -1.2345 -0.7067
C -2.41083 -7.24020 -0.83187 -2.1869 1.9838 0.2680
C -1.95240 -6.06662 -0.33863 -0.1678 1.8894 4.4489
O -0.58273 -5.95976 -0.02037 -0.3137 0.6580 -3.4386
C 0.12944 -5.62324 -1.18073 2.6861 0.2824 1.1908
C 1.50597 -5.50593 -0.85035 1.0695 -1.9402 2.2238
C 2.51199 -4.99585 -1.65783 -0.8009 0.7043 0.6856
C 2.07302 -4.66291 -2.93829 1.9492 0.1936 -2.9565
C 0.80329 -4.93121 -3.38185 -2.4006 0.5503 0.1242
C -0.24980 -5.26672 -2.46621 -1.6986 2.5416 1.1558
H -2.92434 -1.37693 3.34768 2.0956 6.4124 -3.2802
H -3.37183 -2.03278 4.99920 1.3367 -0.3699 -2.9327
H -4.20049 -2.46097 3.55164 -0.7362 -0.0713 -0.9023
H 0.59479 -4.04518 2.67893 -2.7753 0.1722 3.3870
H -0.40945 -4.49655 4.58536 1.0349 1.4802 -1.5258
H -0.32826 -2.77402 3.71723 0.9934 1.1860 1.1716
H -3.13787 -6.18064 3.09651 0.8387 0.6535 1.8122
H -3.17041 -5.27933 4.65764 -2.3864 0.7080 3.2148
H -1.62348 -6.12103 4.21398 -1.4425 0.6083 -0.2420
H -4.49267 -5.33829 1.74016 -0.0084 0.5449 -1.4848
H -5.56899 -6.99874 0.11714 -1.5278 -0.1011 0.8047
H -4.09700 -8.39413 -1.34294 -0.4451 0.8670 0.7140
H -1.78892 -7.81666 -1.40496 1.6005 -1.5826 -1.1241
H 1.75514 -5.97886 0.17820 -0.3035 1.2989 -1.5691
H 3.51329 -4.66800 -1.26057 -1.1637 -0.7978 -0.5401
H 2.78690 -4.23582 -3.73203 -0.9597 -0.6432 1.4571
H 0.38344 -4.72356 -4.40079 1.1252 0.1989 0.9291
H -1.25124 -4.58847 -2.47046 1.7040 -2.5915 -0.8855
C 5.06931 8.45788 7.15582 -3.3040 0.0835 1.3399
O 3.74027 8.93351 6.53721 2.5902 -2.0917 0.5293
C 3.24465 7.82394 5.84203 -1.6732 2.0191 2.9045
C 2.01654 7.34954 6.35531 1.0245 0.0113 -1.0522
C 1.49834 6.31753 5.58284 -2.7576 -1.0634 2.6260
C 2.10130 5.76733 4.48402 1.1771 0.6350 0.0768
C 3.37272 6.18452 4.19047 1.5029 0.7563 -0.5271
C 3.96913 7.24249 4.86929 0.3947 -1.0452 -0.8585
N 1.59270 4.68173 3.81294 -2.9837 -1.2441 -0.9028
N 0.31250 4.76185 3.66697 1.2727 -1.5089 -0.6987
C -0.36868 3.65521 3.03047 -1.4279 3.3571 0.6473
C -1.54078 4.05925 2.34753 1.6073 -0.9218 0.2397
C -2.21221 3.26603 1.51461 -3.7493 -5.9280 -3.2746
C -1.95619 1.76202 1.52226 1.6474 2.4740 1.6233
O -2.54065 0.84961 0.86753 -0.7901 1.7728 0.1313
C -0.79044 1.35963 2.36786 -3.8302 -0.4678 -3.9235
N -0.42594 0.10231 1.98492 5.3372 -1.5109 3.3356
C 0.81154 -0.29720 2.55428 -4.9147 5.0941 -0.1814
C 1.56586 0.60086 3.44044 1.1586 -6.9001 -1.7369
C 1.19015 1.79049 3.67599 -7.2883 1.6454 -3.3197
C -0.12971 2.32557 3.02660 6.7334 -2.4400 3.0287
H 5.46603 9.39865 7.33759 1.9191 1.5054 -0.2573
H 5.58076 7.72274 6.49697 -0.2046 0.8547 1.0247
H 4.84463 8.14610 8.25680 0.2281 -0.4398 -2.0932
H 1.67669 7.77144 7.34530 0.0385 -0.6497 -1.5847
H 0.63390 5.67957 5.93720 0.6775 1.2778 -0.3315
H 3.97429 5.75360 3.41739 -0.1162 -0.6238 -0.4331
H 5.03197 7.50113 4.76786 -0.7666 0.0279 -0.6460
H -1.77811 5.04335 2.37054 -0.6372 3.0677 0.1745
H -3.13535 3.35824 0.73311 2.2897 0.9903 2.2227
H 1.13273 -1.20560 2.27111 1.2165 -3.0720 -0.8943
H 2.49223 0.13412 3.83279 -0.4547 0.6637 -0.2027
H 1.75927 2.45989 4.04791 3.7184 4.3292 3.0955
C 2.41841 3.26468 -9.65553 2.4841 -0.1065 -2.2635
C 2.26545 3.67061 -8.29145 0.4948 -2.1901 2.6179
C 2.93114 2.75565 -7.38495 -3.3417 3.7402 0.3103
C 2.69658 2.88420 -6.01509 1.4842 -0.5149 -2.2168
C 1.69038 3.70277 -5.56199 -1.9867 0.4167 -0.7455
N 1.31732 3.70635 -4.25166 -0.7036 1.2450 -0.0422
C 1.19281 2.72313 -3.25603 -0.8296 1.3678 3.4531
O 0.61835 3.21827 -2.20882 0.7041 -1.2916 -1.9412
N 1.77045 1.55534 -3.39126 0.6031 0.9392 -2.1305
C 1.58375 0.55570 -2.53640 2.9425 -1.5582 0.2985
C 2.66939 -0.40615 -2.27203 -1.0614 2.2009 1.4657
C 2.36875 -1.27075 -1.19574 -1.1929 2.8782 -4.0910
C 1.09531 -1.46983 -0.81879 -2.9898 -2.9736 2.5622
N 0.02819 -0.64358 -1.08114 2.8733 -1.6442 0.2397
C 0.39315 0.36416 -1.86362 -1.8520 -0.7987 0.7281
C 0.89569 4.46863 -6.49581 -2.2495 1.0226 -0.5755
C 1.25051 4.53359 -7.87775 1.0956 -0.6133 2.9096
H 2.20092 4.07220 -10.24875 -0.8311 2.2920 -1.8479
H 1.69950 2.53935 -9.97037 -0.0775 -1.0856 -0.1250
H 3.50070 3.08220 -10.00969 -1.5825 -0.5138 0.8245
H 3.30864 1.90789 -7.84711 1.6129 -1.2891 -0.4142
H 3.39015 2.32757 -5.43407 -0.3585 -0.4426 1.2400
H 0.65443 4.45244 -4.06554 0.2661 -0.3469 0.3908
H 1.49174 6.58393 9.19042 -0.0115 -0.0560 0.1097
H 3.76111 -0.28436 -2.60608 -2.0319 -0.0264 0.1400
H 3.11506 -1.87536 -0.98743 3.1239 -3.3068 1.6463
H 0.86027 -2.51120 -0.30016 0.6133 2.7891 -0.7726
H -0.45926 0.94661 -1.99568 -0.7475 1.7487 -0.8434
H -0.29522 5.00147 -6.25314 4.1815 -1.5710 -0.1116
H 0.82870 5.30440 -8.48601 -0.5179 -0.0819 -0.6442
C -1.40478 -3.06405 0.45118 0.1837 0.9222 -3.6692
H -1.56651 -3.14658 -0.75212 -0.7849 0.2810 1.7611
H -0.35569 -3.35630 0.21107 -0.4286 -0.7515 1.7167
```
Forces are in eV/Å.

ΔE to the lowest compared entry with this formula, charge and spin	456.10	kcal/mol
highest occupied orbital energy (spin up / spin down)	-2.53 / -2.53	eV
frontier orbital gap (spin up / spin down)	5.10 / 5.79	eV
maximum force	10.10	eV Å⁻¹
LUMO level (spin up / spin down)	2.6 / 3.3	eV
net charge	-2

Atom charges from the Löwdin analysis, given in e for atoms 1 to 2:
1 Sc 1.0204
2 N 0.0910